No. 1
Here is a structure of composition C13H37NaO6S5 from the Open Molecules 2025 dataset. Energies are from ωB97M-V/def2-TZVPD.

Geometry as XYZ:
```
62
Properties=species:S:1:pos:R:3:forces:R:3:lowdin_charge:R:1
Na 12.9316 -17.0175 -29.0385 0.12 0.57 -0.60 0.797
C 13.1944 -11.9482 -32.8887 1.43 0.75 0.97 -0.102
C 14.1244 -13.0265 -32.2929 -0.98 -2.03 -0.23 -0.633
C 15.0466 -12.5104 -31.1072 -2.15 0.76 -0.85 -0.089
O 13.3397 -14.2088 -32.1013 1.50 1.14 0.73 -0.384
H 12.5992 -12.2116 -33.7630 -0.15 -0.61 0.51 0.065
H 13.8753 -11.1854 -33.2665 -0.02 0.62 0.02 0.052
H 12.6488 -11.5284 -32.0436 -0.63 0.15 -0.31 0.059
H 14.8927 -13.1152 -33.0609 0.30 -0.91 -0.69 0.084
H 14.3798 -12.0254 -30.3943 -0.04 -0.29 0.67 0.046
H 15.5750 -11.6563 -31.5309 0.68 -0.19 0.06 0.053
H 15.6807 -13.2638 -30.6400 -0.08 0.03 -0.28 0.051
C 19.3070 -16.7071 -34.0538 -0.36 0.38 0.20 -0.279
S 21.0249 -16.4627 -34.6508 0.87 -0.38 -1.74 0.834
O 21.3135 -17.2678 -35.9348 -0.94 1.22 2.03 -0.594
C 21.0131 -14.6726 -35.2430 -1.70 -0.32 0.24 -0.236
H 19.1435 -17.6727 -33.5753 0.66 -0.38 -0.49 0.042
H 18.4951 -16.5532 -34.7646 0.33 0.14 -0.30 0.056
H 19.1522 -16.0458 -33.2013 0.21 0.54 -0.16 0.044
H 21.7554 -14.5519 -36.0321 0.07 -0.24 0.38 0.048
H 21.0156 -13.8968 -34.4774 0.94 -0.41 0.49 0.044
H 20.0236 -14.4396 -35.6364 -0.09 -0.53 -0.66 0.040
C 18.2923 -4.7692 -25.7798 0.20 -0.13 -0.80 -0.286
S 17.1631 -5.1749 -27.0799 -2.37 0.17 0.66 0.823
O 15.8764 -4.6166 -26.4506 1.11 -0.53 -1.17 -0.588
C 16.8582 -6.9928 -26.9430 -0.27 0.66 0.62 -0.246
H 17.7207 -4.9800 -24.8760 0.63 -0.23 0.19 0.059
H 18.4246 -3.6946 -25.9056 0.03 -0.03 0.18 0.049
H 19.2285 -5.2698 -26.0270 0.15 -0.14 0.80 0.052
H 16.6941 -7.2578 -25.8986 0.35 0.16 0.17 0.049
H 17.5456 -7.6917 -27.4196 -0.01 0.36 -0.18 0.049
H 15.8468 -6.9962 -27.3494 0.17 -0.29 -0.48 0.040
C 8.8156 -7.1888 -31.7210 0.34 -0.12 0.54 -0.270
S 10.3297 -6.3062 -31.3442 1.10 0.52 0.37 0.787
O 10.6828 -5.6188 -32.6136 -0.02 0.00 -0.15 -0.560
C 9.6878 -5.0213 -30.2322 -0.07 0.13 -0.53 -0.265
H 8.2517 -6.5232 -32.3744 -0.19 -0.37 -0.04 0.058
H 8.2904 -7.5273 -30.8279 -0.15 0.38 0.08 0.053
H 9.1982 -8.1031 -32.1746 -0.26 0.19 -0.54 0.046
H 9.5937 -5.4853 -29.2504 -0.87 0.10 -0.09 0.048
H 8.8494 -4.6104 -30.7946 -0.77 -0.33 0.71 0.048
H 10.2859 -4.1215 -30.0880 0.90 -0.52 -0.35 0.054
C 7.0976 -14.8031 -33.9544 0.34 -0.12 0.36 -0.271
S 5.9777 -16.0478 -34.6867 0.98 -0.52 -0.85 0.830
O 6.7960 -17.1626 -35.3457 -1.14 1.45 1.60 -0.567
C 5.1960 -16.6066 -33.1389 0.98 -0.89 1.11 -0.287
H 7.7876 -14.3923 -34.6914 -0.50 -0.04 -0.40 0.053
H 7.7654 -15.1539 -33.1676 -0.27 -0.57 0.10 0.054
H 6.4778 -14.0182 -33.5208 -0.10 0.07 -0.21 0.046
H 4.6399 -17.5226 -33.3386 -0.51 0.47 -0.29 0.047
H 4.6993 -15.8658 -32.5122 -0.73 0.39 -1.01 0.053
H 5.8886 -16.9383 -32.3653 0.95 -0.23 -0.43 0.045
C 17.6199 -7.2304 -37.3786 0.96 -0.11 -0.19 -0.287
S 17.2000 -8.0747 -35.8282 1.10 0.23 1.21 0.822
O 18.4007 -8.8781 -35.3630 -1.04 0.74 -0.87 -0.582
C 17.2785 -6.5280 -34.7729 -1.19 -1.73 -0.27 -0.241
H 18.5393 -6.6760 -37.1907 -0.15 0.39 0.10 0.046
H 16.8216 -6.6044 -37.7773 -0.05 0.01 0.35 0.054
H 17.9275 -7.9317 -38.1543 -0.41 -0.44 0.20 0.048
H 18.2882 -6.1235 -34.8433 -0.42 0.35 -0.08 0.055
H 17.0132 -6.8662 -33.7712 0.63 -0.28 0.13 0.040
H 16.3678 -5.9784 -35.0105 0.57 0.82 -0.57 0.046
```
Forces are in eV/Å.

Properties
Energy above the lowest of the compared OMol25 structures with the same formula, charge and spin (eV): 5.593
Gap between HOMO and LUMO (hartree): 0.13061
LUMO energy (eV): -2.34
HOMO energy (eV): -5.896

No. 2
Here is a structure of composition C15H17CoN from the Open Molecules 2025 dataset. Energies are from ωB97M-V/def2-TZVPD.

Geometry as XYZ:
```
34
Properties=species:S:1:pos:R:3:forces:R:3:lowdin_charge:R:1
C 1.3987 0.7696 -3.0736 -0.06 1.18 -0.69 -0.233
C 2.3021 1.4758 -2.1851 -0.02 1.57 -1.72 -0.279
C 1.4942 2.3050 -1.3163 0.51 0.58 -0.67 -0.181
C 0.1355 2.1418 -1.6679 0.19 -0.88 -0.66 -0.160
C 0.0548 1.0866 -2.6269 0.29 2.06 -1.55 -0.212
Co 1.3923 0.0381 -1.2993 0.82 -0.47 3.16 0.194
C 2.7939 -0.1649 0.0708 1.40 0.04 1.11 -0.187
C 2.9820 -1.0219 -1.0008 -0.12 -1.01 0.37 -0.325
C 3.6035 -2.0705 -1.5444 -0.47 0.14 -0.29 -0.072
N 0.1773 -1.2269 -1.4196 -2.27 -3.72 -0.11 -0.089
H 1.8963 3.0068 -0.5864 -0.17 -0.28 -0.11 0.081
H 3.3843 1.4611 -2.2423 -0.10 0.07 0.04 0.092
H -0.7028 2.7491 -1.3281 0.18 -0.55 0.36 0.089
H -0.8575 0.6934 -3.0568 0.16 -0.01 0.17 0.078
H 1.6815 0.1117 -3.8902 -0.12 0.09 0.22 0.088
H 3.4815 0.6688 0.2075 -0.24 0.29 -0.14 0.048
H 0.2249 -2.2676 -1.4346 0.11 0.45 -0.28 -0.089
H 2.4419 -0.5631 1.0260 0.04 -0.14 -0.22 0.050
H 4.5930 -2.4380 -1.2525 -0.31 0.09 0.34 0.013
H 3.0822 -2.6592 -2.3043 0.32 0.36 -0.20 0.017
C -0.5384 0.0062 1.0743 -0.36 0.04 0.57 -0.087
C -1.8142 -0.1613 1.6424 1.57 0.39 -0.25 -0.374
C -2.3486 0.8931 2.4492 -1.43 0.19 0.23 -0.117
C -3.4221 0.6505 3.2992 0.51 0.36 -0.82 -0.187
C -4.0887 -0.5881 3.2978 -0.21 -0.38 0.18 -0.214
C -3.6664 -1.5739 2.3873 0.31 0.25 0.04 -0.185
C -2.5675 -1.3802 1.5614 -0.28 -0.21 0.40 -0.102
H -0.2676 0.9693 0.6235 0.26 -0.37 0.77 0.002
H 0.1603 -0.8286 1.0950 -0.34 0.13 -0.74 0.000
H -1.8562 1.8740 2.3962 -0.11 -0.46 0.28 0.086
H -3.7558 1.4353 3.9717 -0.05 0.07 0.03 0.063
H -4.9258 -0.7658 3.9773 0.18 0.00 -0.19 0.045
H -4.2165 -2.5087 2.3355 -0.06 -0.09 -0.03 0.065
H -2.2521 -2.1174 0.8137 -0.15 0.22 0.39 0.082
```
Forces are in eV/Å.

Properties
Energy above the lowest of the compared OMol25 structures with the same formula, charge and spin (eV): 0.000
Multiplicity: 4
Charge: -2
Gap between HOMO and LUMO (spin up / spin down) (hartree): 0.15493 / 0.15172
LUMO energy (spin up / spin down) (eV): 5.90 / 5.90
HOMO energy (spin up / spin down) (eV): 1.687 / 1.776

No. 3
Here is a cluster of 2 separate species, C4H6O2 in total from the Open Molecules 2025 dataset. Energies are from ωB97M-V/def2-TZVPD.

Geometry as XYZ:
```
12
Properties=species:S:1:pos:R:3:forces:R:3:lowdin_charge:R:1
C 1.5118 -1.0835 -0.0854 -0.02 0.15 0.05 0.028
C 1.0751 0.0998 0.2538 -0.16 -0.08 -0.02 -0.099
C 0.3889 1.1855 0.5242 0.26 -0.04 -0.24 -0.255
O -0.3642 1.3942 1.6483 0.04 -0.18 0.22 -0.008
H 0.8223 -1.7618 -0.5919 0.16 0.07 0.04 0.051
H 2.5211 -1.4366 0.1070 -0.09 0.14 0.04 0.061
H 0.3524 2.0411 -0.1448 0.13 -0.11 0.12 0.126
H -0.3616 0.5756 2.1652 0.00 0.18 -0.01 0.111
C -1.4843 -0.2473 -0.9669 -0.02 -0.30 -0.04 -0.170
O -1.3275 -1.4414 -1.0551 -0.20 0.45 -0.06 -0.027
H -1.9759 0.2211 -0.0943 -0.02 -0.11 -0.09 0.086
H -1.1582 0.4534 -1.7600 -0.07 -0.16 0.00 0.094
```
Forces are in eV/Å.

Properties
Energy above the lowest of the compared OMol25 structures with the same formula, charge and spin (eV): 3.317
Gap between HOMO and LUMO (hartree): 0.36485
LUMO energy (eV): 0.75
HOMO energy (eV): -9.178

No. 4
Here is a structure of composition C16H12N2O6Tm from the Open Molecules 2025 dataset. Energies are from ωB97M-V/def2-TZVPD.

Geometry as XYZ:
```
37
Properties=species:S:1:pos:R:3:forces:R:3:lowdin_charge:R:1
O 2.5921 -4.4665 0.5590 -3.01 1.95 -3.79 0.238
C 1.9202 -4.0121 -0.2614 3.64 -2.31 4.50 0.044
Tm 0.4194 -2.7280 -1.7292 0.44 2.14 1.03 1.127
O 0.6936 -6.1904 -3.3099 -0.34 4.18 1.84 0.225
C 0.6103 -5.1400 -2.8510 0.45 -4.39 -2.12 0.012
C -1.1878 -2.4865 -3.5227 -4.30 1.40 -4.18 0.041
O -1.9913 -2.2327 -4.3053 3.42 -1.16 3.26 0.246
C 2.2738 -2.3614 -3.2724 4.69 1.59 -3.60 0.050
O 3.1537 -2.0719 -3.9549 -3.79 -1.32 2.91 0.241
C -1.2579 -4.2103 -0.8606 -5.21 -3.60 3.13 0.008
O -2.1002 -4.8356 -0.3722 4.06 2.90 -2.40 0.247
C -0.9799 2.4426 2.4510 -0.34 0.69 0.57 0.047
N -0.7784 1.0997 1.9568 -0.31 -0.45 -0.22 -0.020
N -0.2079 0.8538 0.7514 0.10 -0.23 -0.51 0.086
C -0.2736 -0.4834 0.5098 -0.87 1.29 2.32 -0.345
O 0.1896 -1.0124 -0.5865 0.43 -2.26 -1.53 -0.220
C -0.8990 -1.0764 1.6305 0.34 -0.05 -1.38 0.082
C -1.2485 -0.0434 2.4894 0.26 0.52 0.27 -0.198
C -1.9765 -0.0340 3.7888 -0.30 -0.38 0.67 0.014
C 0.3552 1.8929 -0.0657 0.47 0.38 -0.55 -0.185
C 1.1926 2.8544 0.4916 0.27 0.35 0.49 -0.013
C 1.7840 3.8388 -0.3095 -0.35 -0.58 -0.48 -0.014
C 1.6483 3.7581 -1.7056 0.10 -0.06 0.40 -0.026
C 0.8166 2.7818 -2.2543 -0.28 -0.10 0.14 -0.053
C 0.1065 1.9014 -1.4397 0.06 -0.12 0.33 -0.027
H -0.0669 2.8713 2.8635 -0.14 -0.11 -0.09 0.105
H -1.6882 2.3639 3.2682 -0.10 0.05 -0.03 0.100
H -1.4036 3.1027 1.6879 0.17 -0.24 0.04 0.131
H -1.0787 -2.1393 1.6955 -0.18 0.15 0.40 0.117
H -1.3480 0.3250 4.6261 -0.15 -0.16 -0.50 0.120
H -2.8914 0.5894 3.7864 0.48 -0.26 -0.26 0.114
H -2.2920 -1.0563 4.0355 0.12 0.31 -0.06 0.103
H 1.3661 2.8730 1.5747 0.13 -0.04 -0.68 0.116
H 2.3502 4.6399 0.1518 0.07 -0.18 -0.07 0.127
H 2.1939 4.4471 -2.3560 -0.30 -0.19 0.27 0.131
H 0.6690 2.6994 -3.3238 0.03 0.26 0.01 0.115
H -0.6653 1.2455 -1.8371 0.26 0.05 -0.11 0.113
```
Forces are in eV/Å.

Properties
Multiplicity: 3
Charge: +3
Gap between HOMO and LUMO (spin up / spin down) (hartree): 0.14972 / 0.15157
LUMO energy (spin up / spin down) (eV): -13.08 / -13.03
HOMO energy (spin up / spin down) (eV): -17.155 / -17.156

No. 5
Here is a structure of composition C40H45N2P2PdS2SeSi from the Open Molecules 2025 dataset. Energies are from ωB97M-V/def2-TZVPD.

Geometry as XYZ:
```
94
Properties=species:S:1:pos:R:3:forces:R:3:lowdin_charge:R:1
Pd -0.0347 0.3927 0.5329 -0.07 -0.33 0.24 0.289
S 2.1571 -0.4524 0.9518 0.05 0.07 0.03 0.408
P 1.6106 -0.0033 2.8690 -0.17 -0.04 -0.14 0.507
C 0.0488 0.6132 2.5449 0.05 0.17 0.05 -0.605
P -1.6149 0.3585 2.8722 0.13 -0.01 -0.10 0.572
S -2.3302 0.7920 1.0028 0.02 0.05 -0.01 0.446
C -2.1792 -1.2951 3.3609 0.04 0.07 -0.03 -0.322
C -3.2460 -1.8903 2.6928 -0.01 -0.01 -0.01 -0.108
C -3.6940 -3.1438 3.0789 0.00 -0.02 0.01 -0.068
C -3.0793 -3.8112 4.1292 -0.01 0.00 -0.02 -0.072
C -2.0149 -3.2216 4.7968 0.00 0.00 0.01 -0.070
C -1.5649 -1.9673 4.4154 -0.02 0.02 0.04 -0.085
C -2.2338 1.4982 4.1214 0.07 -0.03 -0.06 -0.330
C -3.1695 2.4715 3.7993 -0.06 -0.01 -0.04 -0.094
C -3.5958 3.3658 4.7710 0.00 0.02 0.03 -0.062
C -3.0772 3.2951 6.0545 0.00 0.00 -0.01 -0.064
C -2.1343 2.3253 6.3754 0.01 -0.01 0.01 -0.065
C -1.7134 1.4246 5.4126 0.00 0.02 0.05 -0.083
C 1.7347 -1.4411 3.9456 -0.03 0.06 0.00 -0.345
C 1.6125 -2.7239 3.4232 0.01 -0.02 -0.02 -0.093
C 1.5869 -3.8151 4.2763 0.01 -0.01 -0.02 -0.065
C 1.6726 -3.6282 5.6490 0.00 0.02 0.01 -0.065
C 1.8024 -2.3481 6.1732 0.01 -0.02 0.01 -0.064
C 1.8422 -1.2532 5.3239 0.03 0.01 0.02 -0.090
C 2.6558 1.2290 3.6547 -0.05 0.00 -0.02 -0.383
C 4.0248 1.0000 3.7661 0.02 -0.01 0.02 -0.078
C 4.8299 1.9516 4.3679 0.01 0.00 0.00 -0.060
C 4.2674 3.1211 4.8674 0.00 0.01 0.00 -0.061
C 2.9020 3.3423 4.7660 0.01 0.01 0.02 -0.062
C 2.0923 2.3980 4.1516 -0.02 0.00 0.02 -0.095
H -3.7164 -1.3839 1.8613 0.01 0.00 0.00 0.071
H -4.5237 -3.5999 2.5556 0.00 0.00 0.00 0.111
H -3.4310 -4.7899 4.4283 0.00 0.00 0.01 0.110
H -1.5319 -3.7337 5.6184 0.00 -0.01 0.00 0.107
H -0.7317 -1.5271 4.9471 0.00 0.00 -0.01 0.081
H -3.5647 2.5314 2.7920 0.02 0.00 0.02 0.078
H -4.3299 4.1199 4.5217 -0.01 0.01 0.00 0.111
H -3.4062 3.9965 6.8092 0.00 0.00 0.01 0.111
H -1.7314 2.2699 7.3775 0.00 0.00 0.01 0.110
H -0.9799 0.6687 5.6730 0.01 0.01 -0.01 0.099
H 1.5479 -2.8632 2.3518 -0.01 0.00 0.00 0.069
H 1.5023 -4.8131 3.8665 -0.01 -0.01 0.00 0.106
H 1.6500 -4.4816 6.3141 0.01 -0.01 0.00 0.113
H 1.8887 -2.2039 7.2418 -0.01 0.00 0.01 0.112
H 1.9669 -0.2571 5.7325 -0.01 0.00 0.00 0.111
H 4.4606 0.0851 3.3802 0.00 0.00 -0.01 0.117
H 5.8952 1.7842 4.4492 0.01 0.00 0.00 0.111
H 4.8998 3.8632 5.3360 0.01 0.00 0.01 0.111
H 2.4671 4.2514 5.1597 0.00 0.01 0.00 0.111
H 1.0267 2.5649 4.0419 0.01 0.00 0.00 0.092
C -0.8354 3.8085 1.0614 0.04 0.02 -0.15 -0.193
Si -0.1219 2.7129 -0.2763 0.08 0.14 0.03 0.728
C -1.1772 2.7653 -1.8829 0.13 0.10 0.03 -0.626
C -0.3928 2.2444 -3.0942 -0.02 -0.04 0.02 -0.090
C -1.4750 4.2715 -2.0890 -0.04 -0.05 0.01 -0.084
C -2.5340 2.0649 -1.8492 -0.01 -0.05 0.02 -0.157
C 1.7328 3.1471 -0.5325 -0.30 0.19 -0.03 -0.614
C 1.7542 4.5570 -1.1772 0.06 -0.11 0.06 -0.089
C 2.5486 2.2157 -1.4345 0.04 0.05 0.06 -0.098
C 2.4016 3.2831 0.8407 0.01 -0.10 -0.11 -0.100
H -0.5503 4.8435 0.8543 -0.01 0.02 0.02 0.045
H -0.4435 3.5364 2.0403 -0.02 -0.06 0.02 0.021
H -1.9230 3.7492 1.0889 0.03 -0.01 0.00 0.021
H 0.4653 2.8696 -3.3311 0.02 0.02 0.00 0.065
H -1.0444 2.2446 -3.9715 -0.02 0.00 -0.02 0.095
H -0.0314 1.2226 -2.9514 -0.01 0.01 -0.01 0.060
H -0.5826 4.8904 -2.1369 -0.04 0.01 0.00 0.058
H -2.1230 4.6648 -1.3051 -0.01 0.00 0.02 0.083
H -2.0034 4.3888 -3.0392 -0.01 -0.01 -0.01 0.099
H -2.4514 0.9798 -1.7728 -0.01 0.02 0.02 0.006
H -3.0504 2.2801 -2.7885 -0.02 0.00 -0.01 0.095
H -3.1681 2.4250 -1.0402 -0.01 0.00 0.05 0.055
H 1.3893 4.5587 -2.2018 0.03 -0.03 -0.04 0.065
H 2.7949 4.8891 -1.2049 0.03 0.03 0.00 0.096
H 1.1930 5.2985 -0.6062 0.00 0.01 0.02 0.080
H 2.2560 2.2967 -2.4788 0.01 0.01 -0.01 0.065
H 2.4851 1.1697 -1.1469 0.00 -0.03 0.06 0.011
H 3.5997 2.5086 -1.3662 0.04 -0.02 -0.03 0.095
H 1.8512 3.9437 1.5120 -0.01 0.03 -0.01 0.076
H 3.3983 3.7093 0.6998 0.05 0.01 0.03 0.098
H 2.5229 2.3215 1.3303 0.00 -0.04 -0.02 0.024
Se -0.8424 -1.3742 -1.3741 -0.07 0.31 -0.19 1.075
N -1.0538 -2.2501 0.1727 -0.13 -0.48 -0.10 -0.205
C -0.3543 -3.3538 0.0691 0.01 0.34 -0.06 -0.379
C -0.3098 -4.3719 1.0737 0.03 -0.20 0.16 -0.029
C 0.4593 -5.4598 0.8480 -0.16 0.09 0.17 -0.057
C 1.2353 -5.6113 -0.3543 0.10 0.03 -0.23 -0.051
C 1.2259 -4.6834 -1.3357 0.13 -0.22 0.02 -0.009
C 0.4203 -3.5129 -1.1617 -0.06 0.17 -0.09 -0.379
N 0.3202 -2.5501 -2.0464 0.06 -0.09 0.20 -0.183
H -0.9033 -4.2444 1.9710 0.02 -0.01 0.01 0.110
H 0.4960 -6.2577 1.5786 -0.01 0.01 0.03 0.111
H 1.8325 -6.5065 -0.4637 0.01 0.00 -0.03 0.112
H 1.7965 -4.7914 -2.2469 0.02 -0.03 0.00 0.121
```
Forces are in eV/Å.

Properties
Energy above the lowest of the compared OMol25 structures with the same formula, charge and spin (eV): 0.764
Charge: +1
Gap between HOMO and LUMO (hartree): 0.24103
LUMO energy (eV): -3.99
HOMO energy (eV): -10.551